No. 1
Molecular formula: C21H24N4O3
Method: DFT, ωB97M-V/def2-TZVPD

Atoms and positions in Å:
C -0.603 -3.130 0.743
C 0.806 -2.667 0.541
C 1.800 -3.003 1.450
C 3.090 -2.528 1.319
C 3.418 -1.708 0.247
C 2.449 -1.420 -0.705
C 1.146 -1.875 -0.559
C 0.107 -1.493 -1.567
H 0.525 -0.841 -2.331
H -0.300 -2.378 -2.055
H -0.719 -0.976 -1.080
H 2.689 -0.820 -1.571
O 4.704 -1.207 0.234
C 4.963 -0.044 -0.512
C 3.940 1.019 -0.274
C 3.021 1.173 0.723
C 2.193 2.230 0.264
N 2.629 2.676 -0.891
O 3.708 1.934 -1.230
C 0.941 2.568 0.985
O 0.780 2.109 2.110
N -0.030 3.272 0.372
C -0.006 3.806 -0.966
H -0.239 4.873 -0.933
H 0.978 3.667 -1.404
H -0.758 3.301 -1.579
C -1.331 3.294 1.038
C -2.070 2.033 0.738
C -3.148 1.758 -0.074
C -3.312 0.359 -0.009
N -2.387 -0.173 0.780
N -1.652 0.843 1.224
H -0.868 0.696 1.846
C -4.338 -0.440 -0.687
C -4.872 -1.681 -0.022
C -4.000 -1.805 -1.225
H -2.991 -2.155 -1.079
H -4.445 -2.104 -2.163
H -4.444 -1.940 0.933
H -5.925 -1.897 -0.117
H -5.036 0.159 -1.260
H -3.744 2.454 -0.628
H -1.155 3.379 2.115
H -1.892 4.159 0.686
H 2.905 0.622 1.631
H 5.955 0.288 -0.187
H 5.009 -0.252 -1.591
H 3.851 -2.765 2.045
H 1.554 -3.629 2.295
H -0.938 -3.726 -0.106
H -0.681 -3.738 1.641
H -1.275 -2.276 0.839

Its structure (SMILES) is Cc1ccc(OCc2cc(C(=O)N(C)Cc3cc(C4CC4)n[nH]3)no2)cc1C. The orbital gap is 8.81 eV. The calculation puts the energy at -1259.3007 a.u.

---

No. 2
Molecular formula: C21H25AgN2OPS
Method: DFT, ωB97M-V/def2-TZVPD

Atoms and positions in Å:
Ag -0.369 1.023 -0.156
N -0.706 -1.440 -2.151
P 0.555 -0.472 -1.592
C 1.403 -0.267 -3.208
C 2.697 -0.667 -3.424
C 3.237 -0.544 -4.717
C 2.429 -0.033 -5.777
C 1.097 0.345 -5.506
C 0.592 0.230 -4.247
C 1.674 -1.402 -0.579
C 1.874 -2.772 -0.756
C 2.792 -3.369 0.116
C 3.419 -2.642 1.142
C 3.246 -1.277 1.269
C 2.308 -0.717 0.421
C -1.978 -1.603 -1.529
C -3.002 -2.174 -2.235
C -4.260 -2.114 -1.638
C -4.464 -1.546 -0.399
C -3.326 -1.051 0.214
N -2.149 -1.088 -0.311
H -0.555 -2.010 -2.970
H 3.245 -1.085 -2.596
H 4.264 -0.765 -4.730
H 2.766 -0.020 -6.797
H 0.361 0.604 -6.251
H -0.409 0.493 -4.012
H 1.377 -3.340 -1.516
H 3.069 -4.423 0.158
H 4.083 -3.205 1.772
H 3.772 -0.633 1.898
H 2.076 0.366 0.494
H -2.817 -2.646 -3.220
H -5.054 -2.657 -2.287
H -5.395 -1.502 0.121
H -3.389 -0.570 1.217
C -1.643 4.417 4.726
C -0.764 4.106 3.507
S -1.483 2.832 2.492
O -0.382 2.531 1.474
C -1.361 1.506 3.763
C 0.007 1.260 4.416
H -1.170 5.286 5.220
H -1.706 3.638 5.468
H -2.664 4.653 4.372
H 0.235 3.890 3.821
H -0.802 5.000 2.868
H -1.665 0.564 3.309
H -2.114 1.659 4.543
H 0.779 1.561 3.725
H 0.144 0.237 4.749
H 0.124 1.829 5.328

The orbital gap is 9.03 eV. Its total charge is +1. The calculation puts the energy at -1886.2610 a.u.

---

No. 3
Molecular formula: C21H25AsN3NaO5S
Method: DFT, ωB97M-V/def2-TZVPD

Atoms and positions in Å:
Na 0.588 0.292 0.354
C -0.376 -6.702 4.757
C -0.740 -5.306 4.323
C -0.648 -4.234 5.202
C -0.947 -2.941 4.790
C -1.341 -2.698 3.482
C -1.442 -3.764 2.594
C -1.148 -5.051 3.015
S -1.599 -1.012 2.910
O -2.452 -1.174 1.739
O -2.218 -0.362 4.061
N -0.223 -0.476 2.492
C 0.703 -0.107 3.556
C 1.885 0.789 3.095
O 2.816 0.870 3.922
O 1.805 1.361 1.978
H -0.496 -6.825 5.835
H 0.665 -6.933 4.513
H -1.001 -7.446 4.259
H -0.338 -4.413 6.227
H -0.888 -2.109 5.480
H -1.751 -3.561 1.577
H -1.236 -5.878 2.316
H 1.161 -0.993 4.020
H 0.207 0.438 4.368
O 0.247 0.369 -1.998
C 0.574 -0.319 -3.005
C 0.552 0.239 -4.330
C 0.882 -0.480 -5.452
C 1.268 -1.823 -5.365
C 1.299 -2.402 -4.106
C 0.962 -1.707 -2.946
C 0.977 -2.416 -1.664
N 1.226 -1.925 -0.468
C 1.116 -2.974 0.414
C 0.802 -4.118 -0.249
N 0.725 -3.754 -1.579
H 0.255 1.280 -4.398
H 0.850 0.003 -6.425
H 1.550 -2.389 -6.244
H 1.630 -3.434 -4.018
H 1.233 -2.822 1.474
H 0.607 -5.121 0.088
H 0.402 -4.327 -2.337
C -2.695 2.975 -1.439
As -2.232 1.576 -0.128
C -3.830 1.790 0.996
C -2.919 0.087 -1.200
H -3.727 2.846 -1.775
H -2.019 2.880 -2.290
H -2.575 3.969 -1.006
H -4.735 1.818 0.383
H -3.757 2.711 1.578
H -3.872 0.945 1.681
H -3.920 0.317 -1.576
H -2.951 -0.795 -0.565
H -2.229 -0.075 -2.026

The orbital gap is 6.08 eV. Its total charge is -2. The calculation puts the energy at -4152.0979 a.u.

---

no.,maximum force (eV/A)
1,1.258
2,3.392
3,0.205